No. 1
88
Properties=species:S:1:pos:R:3 method="wB97M-V/def2-TZVPD" lumo_ev="-3.05 / -3.06" fmax_ev_per_a=1.53 e_above_lowest_kcal_mol=18.00 homo_ev="-10.14 / -10.20" total_energy_ha=-4640.65761 charge=+1 spin_multiplicity=1 mol_weight_g_mol=810.07
Fe 0.716 -0.737 0.816
O 3.820 -1.002 3.334
Cl 2.844 -0.218 2.646
O 2.970 1.176 2.933
O 1.487 -0.698 2.968
O 2.947 -0.443 1.187
N -2.809 -2.910 -0.025
C -3.806 -2.230 -0.775
C -4.818 -2.947 -1.384
C -5.794 -2.288 -2.123
C -5.745 -0.914 -2.265
C -4.712 -0.198 -1.664
C -3.756 -0.856 -0.915
S -2.493 0.086 -0.107
N -1.399 -1.100 0.402
C -1.665 -2.341 0.422
C -0.613 -3.245 0.977
C -0.822 -4.569 1.298
C 0.235 -5.325 1.788
C 1.463 -4.720 1.940
C 1.581 -3.378 1.615
N 0.559 -2.660 1.140
H -2.885 -3.910 0.012
H -4.849 -4.027 -1.274
H -6.591 -2.858 -2.588
H -6.502 -0.394 -2.838
H -4.649 0.881 -1.777
H -1.806 -5.011 1.210
H 0.094 -6.367 2.047
H 2.316 -5.262 2.325
H 2.520 -2.850 1.734
C 1.153 -2.944 -1.964
P 1.137 -1.186 -1.482
C -0.104 -0.427 -2.562
C -1.070 -1.186 -3.219
C -2.108 -0.563 -3.902
C -2.188 0.822 -3.936
C -1.226 1.586 -3.288
C -0.199 0.967 -2.594
C 2.756 -0.630 -2.096
C 2.903 0.375 -3.048
C 4.168 0.829 -3.394
C 5.294 0.285 -2.794
C 5.156 -0.738 -1.864
C 3.894 -1.189 -1.514
H 0.247 -3.456 -1.634
H 2.007 -3.427 -1.487
H 1.255 -3.032 -3.044
H -1.019 -2.269 -3.219
H -2.854 -1.163 -4.409
H -3.000 1.304 -4.468
H -1.281 2.669 -3.314
H 0.544 1.570 -2.082
H 2.034 0.796 -3.538
H 4.272 1.611 -4.137
H 6.279 0.653 -3.053
H 6.032 -1.172 -1.396
H 3.799 -1.971 -0.767
C 1.418 4.050 3.780
O 0.336 3.529 3.002
C -0.372 2.501 3.493
C -0.174 1.930 4.748
C -1.008 0.925 5.206
C -2.062 0.471 4.422
C -2.270 1.048 3.185
C -1.435 2.056 2.717
N -1.827 2.723 1.519
C -1.182 3.422 0.620
C 0.156 3.394 0.226
C 0.642 4.561 -0.434
C 1.920 4.647 -0.881
C 2.780 3.535 -0.701
C 2.340 2.377 -0.126
C 1.001 2.244 0.339
O 0.554 1.120 0.743
H 1.874 4.818 3.165
H 2.144 3.274 3.997
H 1.049 4.496 4.704
H 0.640 2.276 5.369
H -0.834 0.496 6.186
H -2.716 -0.317 4.774
H -3.093 0.721 2.555
H -2.828 2.714 1.395
H -1.833 4.101 0.069
H -0.027 5.410 -0.543
H 2.277 5.549 -1.360
H 3.810 3.600 -1.037
H 2.995 1.525 0.007

=====

No. 2
90
Properties=species:S:1:pos:R:3 method="wB97M-V/def2-TZVPD" lumo_ev=-2.32 fmax_ev_per_a=0.94 e_above_lowest_kcal_mol=3.67 homo_ev=-10.05 total_energy_ha=-7736.77980 charge=+1 spin_multiplicity=1 mol_weight_g_mol=998.12
Cd 0.556 -0.208 -1.433
C -0.927 0.417 2.677
C 0.427 0.304 1.992
As 1.608 1.906 2.109
C 0.644 3.113 0.902
C 1.196 4.388 0.780
C 0.605 5.352 -0.014
C -0.551 5.047 -0.714
C -1.105 3.783 -0.605
C -0.510 2.816 0.191
C 1.016 2.666 3.820
C 0.091 3.694 3.931
C -0.254 4.191 5.176
C 0.323 3.666 6.320
C 1.258 2.650 6.218
C 1.608 2.159 4.974
As -2.164 -0.932 1.890
C -3.397 -1.191 3.394
C -4.138 -2.369 3.385
C -5.110 -2.602 4.338
C -5.347 -1.656 5.320
C -4.598 -0.491 5.353
C -3.628 -0.259 4.395
C -3.479 0.168 0.913
C -4.303 -0.533 0.038
C -5.315 0.098 -0.660
C -5.504 1.463 -0.512
C -4.700 2.171 0.363
C -3.709 1.525 1.083
H -1.340 1.422 2.566
H -0.817 0.221 3.747
H 0.293 0.118 0.908
H 0.970 -0.567 2.382
H 2.091 4.620 1.353
H 1.038 6.340 -0.073
H -1.028 5.787 -1.335
H -2.024 3.556 -1.124
H -0.998 1.849 0.267
H -0.355 4.120 3.039
H -0.972 4.993 5.252
H 0.048 4.054 7.288
H 1.721 2.250 7.108
H 2.352 1.373 4.882
H -3.950 -3.101 2.603
H -5.682 -3.518 4.317
H -6.109 -1.822 6.065
H -4.776 0.242 6.125
H -3.060 0.664 4.425
H -4.159 -1.603 -0.073
H -5.964 -0.482 -1.302
H -6.292 1.967 -1.051
H -4.849 3.232 0.500
H -3.130 2.107 1.786
O -0.471 -2.258 -0.440
C -1.527 -2.720 -1.264
C -2.100 -1.609 -2.110
C -3.011 -1.912 -3.118
C -3.530 -0.887 -3.885
C -3.150 0.418 -3.606
C -2.228 0.632 -2.600
N -1.698 -0.360 -1.880
H -0.104 -3.021 0.025
H -2.330 -3.118 -0.626
H -1.187 -3.524 -1.930
H -3.296 -2.934 -3.308
H -4.212 -1.105 -4.693
H -3.553 1.238 -4.178
H -1.887 1.634 -2.362
N 2.939 0.112 -0.210
N 3.729 0.893 -1.055
C 3.237 1.779 -1.938
N 4.122 2.570 -2.554
S 1.611 1.970 -2.323
H 3.047 0.428 0.764
H 3.225 -0.866 -0.278
H 4.734 0.879 -0.906
H 5.104 2.569 -2.330
H 3.780 3.239 -3.223
F 1.937 -1.763 -8.219
C 2.002 -1.773 -6.890
C 0.965 -1.233 -6.135
F -0.104 -0.695 -6.726
C 1.041 -1.266 -4.754
F 0.017 -0.721 -4.030
C 2.114 -1.833 -4.061
S 2.151 -1.968 -2.343
C 3.154 -2.355 -4.850
F 4.225 -2.884 -4.248
C 3.104 -2.326 -6.235
F 4.106 -2.828 -6.954

=====

No. 3
82
Properties=species:S:1:pos:R:3 method="wB97M-V/def2-TZVPD" lumo_ev=-6.40 fmax_ev_per_a=0.58 e_above_lowest_kcal_mol=0.00 homo_ev=-13.27 total_energy_ha=-2888.14771 charge=+2 spin_multiplicity=1 mol_weight_g_mol=837.72
Au -0.108 -0.038 0.587
C 2.179 0.445 2.820
P 2.205 -0.070 1.064
C 3.289 1.034 0.161
C 4.610 1.150 0.606
C 5.497 1.955 -0.086
C 5.076 2.640 -1.220
C 3.767 2.523 -1.664
C 2.871 1.720 -0.973
C 2.806 -1.753 0.844
C 3.499 -2.076 -0.324
C 3.873 -3.391 -0.562
C 3.557 -4.382 0.358
C 2.857 -4.064 1.516
C 2.473 -2.755 1.758
C 0.954 1.292 2.990
C 0.661 2.400 3.723
C -0.725 2.690 3.522
C -1.221 1.752 2.670
C -2.578 1.506 2.089
P -2.462 0.133 0.886
C -2.967 -1.404 1.672
C -2.570 -1.645 2.991
C -2.895 -2.848 3.593
C -3.597 -3.817 2.883
C -3.983 -3.581 1.572
C -3.671 -2.373 0.962
C -3.569 0.428 -0.491
C -4.834 0.955 -0.227
C -5.735 1.137 -1.265
C -5.382 0.789 -2.562
C -4.126 0.260 -2.829
C -3.220 0.081 -1.794
N -0.211 0.855 2.360
H 3.092 0.994 3.048
H 2.156 -0.442 3.457
H 4.955 0.607 1.480
H 6.519 2.046 0.257
H 5.774 3.267 -1.759
H 3.442 3.059 -2.545
H 1.847 1.640 -1.310
H 3.765 -1.304 -1.036
H 4.425 -3.637 -1.459
H 3.862 -5.404 0.176
H 2.616 -4.837 2.233
H 1.918 -2.527 2.661
H 1.330 2.926 4.385
H -1.283 3.477 4.005
H -2.954 2.384 1.561
H -3.316 1.222 2.844
H -2.018 -0.894 3.545
H -2.609 -3.031 4.620
H -3.852 -4.754 3.358
H -4.542 -4.330 1.027
H -4.007 -2.180 -0.050
H -5.126 1.219 0.783
H -6.714 1.547 -1.059
H -6.089 0.932 -3.368
H -3.853 -0.011 -3.840
H -2.237 -0.315 -2.015
S -1.265 4.773 -1.340
C -0.026 4.834 -0.169
C 0.299 3.577 0.223
N -0.410 2.570 -0.390
C -1.271 3.079 -1.235
H 0.388 5.769 0.172
H 1.038 3.333 0.973
H -1.951 2.484 -1.830
N -0.029 -1.443 -1.015
C 0.432 -1.090 -2.367
C 0.265 0.195 -2.846
C 0.686 0.496 -4.135
C 1.273 -0.482 -4.923
C 1.440 -1.769 -4.426
C 1.015 -2.080 -3.143
H 0.608 -2.152 -0.646
H -0.939 -1.899 -1.076
H -0.174 0.961 -2.218
H 0.559 1.500 -4.520
H 1.605 -0.245 -5.925
H 1.897 -2.534 -5.038
H 1.140 -3.084 -2.753

=====

No. 4
84
Properties=species:S:1:pos:R:3 method="wB97M-V/def2-TZVPD" lumo_ev="-11.00 / -11.02" fmax_ev_per_a=2.55 homo_ev="-16.00 / -16.01" total_energy_ha=-7489.75463 charge=+3 spin_multiplicity=2 mol_weight_g_mol=1105.80
Pt 0.645 0.227 0.321
I 1.367 0.319 2.879
C 0.404 -1.249 3.966
C 0.569 -1.011 5.308
C 0.082 -1.909 6.260
C -0.588 -3.015 5.827
C -0.783 -3.265 4.449
C -1.496 -4.431 4.096
C -1.682 -4.775 2.789
C -1.151 -3.950 1.798
C -0.487 -2.765 2.081
P 0.095 -2.000 0.527
C -1.163 -2.189 -0.735
C -0.714 -2.167 -2.066
C -1.612 -2.372 -3.097
C -2.958 -2.563 -2.810
C -3.413 -2.521 -1.494
C -2.527 -2.312 -0.456
C 1.524 -2.986 0.017
C 2.806 -2.550 0.356
C 3.909 -3.297 -0.025
C 3.734 -4.479 -0.731
C 2.457 -4.918 -1.061
C 1.348 -4.174 -0.697
C -0.270 -2.378 3.440
H 1.091 -0.124 5.647
H 0.242 -1.717 7.311
H -0.982 -3.729 6.539
H -1.876 -5.058 4.892
H -2.224 -5.671 2.520
H -1.269 -4.263 0.771
H 0.341 -2.037 -2.280
H -1.262 -2.406 -4.119
H -3.656 -2.747 -3.617
H -4.464 -2.663 -1.277
H -2.887 -2.285 0.565
H 2.944 -1.631 0.916
H 4.904 -2.957 0.228
H 4.595 -5.065 -1.020
H 2.322 -5.845 -1.601
H 0.359 -4.519 -0.970
C -1.879 5.473 0.180
Ge -0.773 4.225 1.207
C 1.046 4.731 1.752
C -1.740 3.264 2.624
Ge -0.180 2.280 -0.656
C -1.972 1.743 -1.269
C -2.930 1.408 -0.302
C -4.244 1.207 -0.684
C -4.593 1.294 -2.027
C -3.632 1.573 -2.994
C -2.315 1.792 -2.624
C 0.865 3.019 -2.146
C 1.218 2.108 -3.147
C 1.939 2.548 -4.247
C 2.309 3.883 -4.340
C 1.965 4.784 -3.341
C 1.250 4.352 -2.233
H -2.160 6.282 0.860
H -2.785 4.976 -0.166
H -1.351 5.898 -0.671
H 0.960 5.482 2.541
H 1.624 5.157 0.934
H 1.573 3.866 2.152
H -1.855 3.958 3.461
H -1.184 2.396 2.975
H -2.734 2.965 2.301
H -2.649 1.337 0.743
H -4.998 0.983 0.061
H -5.623 1.139 -2.323
H -3.908 1.641 -4.038
H -1.578 2.039 -3.378
H 0.933 1.061 -3.074
H 2.205 1.847 -5.028
H 2.876 4.224 -5.197
H 2.256 5.823 -3.418
H 0.995 5.061 -1.452
Cl 5.955 -0.135 0.242
C 5.511 0.705 -1.172
Cl 5.503 2.403 -1.105
C 3.489 0.169 -1.434
O 3.509 -0.470 -2.420
O 2.916 0.668 -0.502
H 5.915 0.290 -2.088

=====

No. 5
82
Properties=species:S:1:pos:R:3 method="wB97M-V/def2-TZVPD" lumo_ev=-3.33 fmax_ev_per_a=2.27 e_above_lowest_kcal_mol=0.00 homo_ev=-9.60 total_energy_ha=-2749.46755 charge=+1 spin_multiplicity=1 mol_weight_g_mol=727.27
C -1.493 -0.748 4.706
C -2.069 -0.001 3.632
C -2.195 -0.871 2.503
H -2.400 1.035 3.671
C -1.688 -2.152 2.882
C -1.262 -2.080 4.241
H -0.890 -2.912 4.839
H -1.344 -0.389 5.724
H -2.660 -0.628 1.547
H -1.690 -3.039 2.249
Y 0.237 -0.515 2.931
Si -0.705 -0.043 -3.824
C -0.266 1.518 -4.725
C 1.081 1.767 -5.031
H 1.856 1.058 -4.713
C 1.431 2.924 -5.739
H 2.478 3.104 -5.988
C 0.441 3.834 -6.129
H 0.711 4.709 -6.722
C -0.895 3.601 -5.779
H -1.663 4.319 -6.069
C -1.251 2.455 -5.062
H -2.286 2.271 -4.767
C 0.084 -1.471 -4.713
C -0.296 -1.719 -6.043
H -1.035 -1.079 -6.528
C 0.256 -2.799 -6.739
H -0.035 -2.985 -7.773
C 1.174 -3.648 -6.112
H 1.592 -4.500 -6.650
C 1.551 -3.403 -4.789
H 2.267 -4.059 -4.294
C 1.008 -2.323 -4.089
H 1.292 -2.147 -3.047
H -2.169 -0.227 -3.851
Si 0.282 0.336 -1.675
C -0.567 -1.223 -1.036
C -1.952 -1.344 -1.250
H -2.549 -0.482 -1.579
C -2.593 -2.580 -1.156
H -3.655 -2.653 -1.388
C -1.869 -3.718 -0.805
H -2.356 -4.696 -0.792
C -0.509 -3.596 -0.501
H 0.064 -4.482 -0.230
C 0.134 -2.356 -0.585
H 1.201 -2.274 -0.351
C -0.717 1.833 -1.206
C -1.921 1.754 -0.489
H -2.174 0.854 0.073
C -2.849 2.800 -0.556
H -3.839 2.686 -0.106
C -2.504 3.996 -1.194
H -3.222 4.818 -1.255
C -1.215 4.153 -1.724
H -0.922 5.100 -2.183
C -0.308 3.092 -1.686
H 0.701 3.212 -2.088
H 1.748 0.485 -1.564
Cl 1.403 0.689 1.016
N 1.934 0.311 6.141
C 2.226 -0.969 5.670
C 2.886 -1.857 6.535
C 3.194 -3.135 6.073
C 2.855 -3.476 4.754
C 2.196 -2.559 3.948
N 1.854 -1.315 4.420
C 1.457 1.446 5.480
C 1.667 2.694 6.087
C 1.231 3.841 5.432
C 0.580 3.714 4.196
C 0.365 2.447 3.671
N 0.803 1.317 4.306
H 2.290 0.497 7.073
H 3.102 -1.518 7.547
H 3.678 -3.859 6.727
H 3.079 -4.466 4.354
H 1.940 -2.769 2.894
H 2.177 2.705 7.053
H 1.377 4.821 5.879
H 0.236 4.578 3.629
H -0.107 2.294 2.691